Here is a gas-phase ion, C5H8BrN2O (charge +1) in a non-equilibrium geometry from the Open Molecules 2025 dataset. Energies are from ωB97M-V with the def2-TZVPD basis set.

The calculation puts the HOMO energy at -13.0 eV. The structure (SMILES) is C\[NH+]=C(Br)/C=C\N=C\O. Its multiplicity is 1. The calculation puts the molecular weight at 192.04 Da. As for the maximum force: 4.0 eV/A. Its charge is +1. The value obtained for the HOMO-LUMO gap is 0.3112 Ha.

Structure (XYZ):
```
17
Properties=species:S:1:pos:R:3:forces:R:3:mulliken_charge:R:1
C 0.185704 -1.909620 0.236798 1.5 -1.7 1.5 -0.77
N 1.481335 -1.338627 0.300400 1.4 0.6 1.0 -0.19
C 1.872160 -0.158164 -0.066909 0.1 0.7 -0.8 0.61
Br 3.673663 0.239577 0.228167 0.1 -0.1 -0.1 -0.06
C 1.148933 0.790510 -0.863679 -2.4 -1.0 1.7 -0.73
C -0.191026 1.141208 -0.875143 1.6 0.5 -1.3 0.07
N -1.085126 0.939228 0.089889 0.3 -1.3 -0.4 -0.36
C -2.060145 1.625826 0.507523 2.2 1.1 -1.8 0.14
O -3.083688 1.131365 1.039978 -2.7 -0.3 2.1 -0.40
H -0.187764 -2.256112 1.194811 0.4 -0.1 0.3 0.27
H -0.465007 -1.237322 -0.095191 -2.7 2.5 -1.7 0.34
H 0.351799 -2.705101 -0.414557 -0.7 -1.7 -1.1 0.37
H 2.221311 -1.990927 0.527282 0.1 0.2 0.5 0.25
H 1.649439 1.227359 -1.654162 1.5 0.7 -1.3 0.38
H -0.409705 1.578635 -1.911265 -0.6 -0.1 1.8 0.33
H -2.054135 2.702939 0.395897 -0.4 0.3 0.1 0.39
H -3.047755 0.219222 1.360159 0.3 -0.2 -0.4 0.35
```
Forces are in eV/Å.